Record 1
Density functional theory data (the ωB97M-V functional and the def2-TZVPD basis) for a molecular structure, C29H46ClN4O4Sc at a distorted geometry.

Geometry as XYZ:
```
85
Properties=species:S:1:pos:R:3:lowdin_charge:R:1
O 2.04725 0.25705 -2.13639 -0.148
C 0.95426 0.06461 -2.69414 -0.183
C 0.40229 1.25853 -3.40109 -0.213
C 0.81319 2.45854 -2.83682 -0.029
H 1.02160 2.47188 -1.77145 0.123
C 0.99939 3.58520 -3.62823 -0.067
H 1.40486 4.48417 -3.16282 0.106
C 0.77198 3.51155 -5.00925 -0.086
H 1.03257 4.39238 -5.63750 0.109
C 0.19883 2.33772 -5.52471 -0.089
H 0.01548 2.32282 -6.59449 0.096
C 0.02597 1.19949 -4.73740 -0.032
H -0.36316 0.29029 -5.18023 0.113
H 0.80673 -0.96271 -3.20933 0.139
C -1.28183 -2.04194 -2.25081 -0.153
C -0.99238 -0.76579 -1.46695 -0.380
H -1.80300 -1.64403 -3.16345 0.095
H -1.89728 -2.73131 -1.65998 0.049
H -0.46770 -2.66573 -2.65511 0.058
C -1.81998 0.26714 -1.71493 -0.204
C -3.28868 0.06428 -1.76274 -0.108
H -1.49764 1.27957 -1.90461 0.104
H -3.54987 0.00003 -2.81822 0.083
H -3.84166 0.90266 -1.36337 0.069
H -3.67202 -0.85279 -1.28991 0.041
Sc -0.47124 -1.36459 0.44384 0.692
Cl -2.79398 -1.80668 0.92482 0.159
C -0.84916 -0.56300 3.17351 -0.272
O -0.15839 -1.34616 2.43712 -0.182
N -0.76809 -0.67646 4.47784 -0.153
C 0.00673 -1.77500 5.04553 -0.007
C -1.65722 0.09812 5.32289 -0.016
H -1.51306 0.24664 2.78588 0.119
H 0.66769 -2.16285 4.27419 0.089
H -0.66933 -2.56262 5.38279 0.099
H 0.57931 -1.37882 5.87823 0.091
H -2.01169 0.96215 4.75052 0.079
H -1.10724 0.44613 6.19944 0.093
H -2.52798 -0.49998 5.62563 0.101
H 5.21908 1.01117 -1.86254 0.083
H 5.44036 1.09901 0.49321 0.087
C 4.20504 0.64665 -1.80449 -0.083
C 4.40262 0.77715 0.64585 -0.055
N 3.94028 0.04335 -0.51757 -0.158
H 4.00826 -0.12162 -2.56507 0.102
C 2.80315 -0.76612 -0.54042 -0.299
O 1.91899 -0.87182 0.34653 -0.073
H 4.33311 0.18532 1.56268 0.094
H 2.88310 -1.55222 -1.28922 0.118
H 3.51401 1.47431 -1.98112 0.094
H 3.82368 1.69505 0.78583 0.061
H 0.36604 -6.32435 0.80246 0.103
H 2.66963 -6.48359 -0.86050 0.099
C -0.02733 -5.83716 -0.09157 0.009
C 2.04187 -5.89262 -1.54556 -0.024
N 1.06114 -5.12987 -0.77522 -0.155
H -0.78350 -5.10875 0.19161 0.094
C 1.10950 -3.81012 -0.73008 -0.190
O 0.18219 -3.17204 -0.13613 -0.139
H 2.68292 -5.20128 -2.12128 0.099
H 1.95242 -3.29267 -1.23082 0.148
H -0.44349 -6.58123 -0.76959 0.097
H 1.51749 -6.56615 -2.24134 0.098
C -4.25321 1.23811 1.88026 -0.110
N -2.90011 1.75638 2.02909 -0.281
C -2.86581 2.93401 2.88412 -0.106
C -2.21269 1.91376 0.76148 -0.221
C -0.76383 2.24519 0.92571 -0.278
C -0.33455 3.59349 0.95735 -0.077
C 0.94227 3.88940 1.42063 -0.122
C 1.76666 2.83889 1.81872 -0.115
C 1.34152 1.49129 1.63925 -0.144
C 0.13017 1.20158 1.04459 -0.100
H -4.87253 1.88473 1.22737 0.087
H -4.74905 1.16493 2.86389 0.083
H -4.19001 0.22814 1.45020 0.011
H -1.82977 3.17166 3.18436 0.086
H -3.30848 3.82992 2.39392 0.091
H -3.44691 2.73198 3.80322 0.075
H -2.30589 0.93708 0.28232 0.041
H -2.74107 2.62657 0.10947 0.128
H -1.02183 4.37518 0.66033 0.099
H 1.29651 4.91596 1.50195 0.090
H 2.74026 3.02640 2.28694 0.089
H 2.01220 0.68443 1.96094 0.076
```

Output
- HOMO-LUMO gap: 0.2351 Ha
- Spin multiplicity: 1
- E_HOMO: -6.34 eV


Record 2
Density functional theory data (the ωB97M-V functional and the def2-TZVPD basis) for a molecular structure, C47H50N5O3P2PbS2Se at a distorted geometry.

Geometry as XYZ:
```
111
Properties=species:S:1:pos:R:3:lowdin_charge:R:1
Pb -12.82522 5.16602 17.02582 1.160
O -11.22044 3.44171 18.55867 -0.242
C -11.28675 2.89970 19.90760 -0.231
C -11.09292 1.37072 19.98104 -0.172
C -12.22286 0.61787 19.23912 -0.148
C -12.17574 0.51666 17.72421 -0.258
C -13.22292 -0.15152 17.10021 -0.039
C -13.19428 -0.32049 15.71102 -0.037
C -12.05394 0.17125 15.01015 -0.073
C -11.11101 0.87366 15.71642 -0.158
N -11.15656 1.07651 17.03870 0.100
H -11.10619 2.65898 17.97863 0.022
H -12.28101 3.13369 20.34670 0.103
H -10.48762 3.38183 20.50675 0.114
H -11.15576 1.05750 21.04416 0.114
H -10.11681 1.05769 19.55661 0.113
H -13.19702 1.04979 19.48626 0.081
H -12.28897 -0.41709 19.61735 0.118
H -14.02833 -0.47222 17.73206 0.110
H -13.99253 -0.81363 15.18760 0.098
H -11.91927 0.05289 13.93153 0.098
H -10.26844 1.24005 15.18101 0.079
O -14.73793 6.22057 15.81126 -0.561
P -15.15154 6.30438 14.31793 0.765
C -13.65570 6.07521 13.23542 -0.301
P -12.68500 4.52131 13.30968 0.752
O -12.65407 3.91672 14.72203 -0.509
C -13.43634 3.41650 12.06092 -0.275
C -14.05377 2.20881 12.37928 -0.062
C -14.64386 1.45764 11.37080 -0.071
C -14.67907 1.92777 10.04654 -0.079
C -13.97335 3.08267 9.73166 -0.090
C -13.34032 3.82367 10.72920 -0.094
C -11.00108 4.72259 12.68321 -0.299
C -10.17263 3.58476 12.77870 -0.075
C -8.83115 3.69550 12.35135 -0.081
C -8.30833 4.88374 11.85435 -0.074
C -9.18662 5.96643 11.73341 -0.080
C -10.52910 5.90464 12.10430 -0.086
C -16.41855 5.10252 13.84801 -0.275
C -16.87881 5.07651 12.51428 -0.091
C -17.62912 3.98775 12.08715 -0.112
C -17.94724 2.94221 12.95371 -0.109
C -17.58536 3.04506 14.30388 -0.086
C -16.81772 4.13991 14.76313 -0.071
C -15.88909 7.90644 13.94260 -0.342
C -15.98182 8.32576 12.62620 -0.175
C -16.71024 9.48281 12.35299 -0.135
C -17.30830 10.23805 13.38530 -0.157
C -17.13346 9.82261 14.70700 -0.143
C -16.39762 8.68761 14.99996 -0.110
H -12.95707 6.89133 13.52664 0.077
H -13.97835 6.22903 12.17956 0.061
H -14.11141 1.92219 13.42564 0.105
H -15.12172 0.52673 11.66411 0.105
H -15.22495 1.38926 9.30311 0.090
H -13.91281 3.48056 8.71150 0.104
H -12.72536 4.68725 10.42661 0.111
H -10.56695 2.60424 13.06915 0.105
H -8.22920 2.78587 12.38366 0.102
H -7.28737 4.94515 11.51835 0.097
H -8.82835 6.89935 11.35104 0.093
H -11.17650 6.73010 11.84166 0.105
H -16.69924 5.90607 11.86288 0.075
H -17.92087 3.97257 11.05712 0.086
H -18.47051 2.06680 12.58538 0.088
H -17.92180 2.30080 15.01664 0.083
H -16.51384 4.17972 15.78356 0.074
H -15.51931 7.75998 11.81555 0.069
H -16.87476 9.78638 11.33026 0.078
H -17.91213 11.08070 13.09890 0.064
H -17.61646 10.32551 15.52693 0.081
H -16.18832 8.39746 16.03919 0.099
S -15.11592 3.21478 18.83776 0.414
C -15.49767 2.30282 17.52434 -1.000
N -15.76687 1.69078 16.52804 0.017
Se -13.76750 7.60860 18.88384 0.515
S -10.46966 6.48257 15.93813 0.474
C -9.41187 5.38932 16.78194 -0.857
N -9.12358 4.18849 16.19801 0.028
C -8.23748 3.28478 16.73483 -0.152
C -7.53482 3.60078 17.86700 -0.102
C -7.89884 4.84084 18.43923 -0.223
N -8.76427 5.68099 17.88636 0.009
H -9.68692 3.78953 15.44194 0.102
H -7.97958 2.39455 16.16135 0.101
H -6.94143 2.85070 18.42345 0.103
H -7.46248 5.16183 19.38217 0.075
C -8.24724 8.95128 19.12509 0.010
N -9.49023 9.70655 18.74592 -0.178
C -9.35903 10.25537 17.39178 -0.026
C -10.74436 8.87435 18.80426 -0.139
C -11.11002 8.31555 20.16096 -0.213
C -10.37000 8.42661 21.35062 -0.085
C -10.67866 7.59777 22.44386 -0.107
C -11.81275 6.78098 22.40793 -0.093
C -12.65350 6.84108 21.29173 -0.169
C -12.37019 7.61738 20.16477 -0.661
H -7.37084 9.51666 18.80787 0.096
H -8.27338 7.95943 18.62785 0.097
H -8.23428 8.76272 20.19025 0.072
H -9.59819 10.49944 19.37357 0.177
H -9.20134 9.45202 16.64218 0.104
H -8.48506 10.93182 17.35484 0.103
H -10.26145 10.82148 17.10711 0.114
H -10.65764 8.03811 18.10094 0.058
H -11.54352 9.51751 18.40979 0.109
H -9.60456 9.16233 21.49087 0.078
H -9.98699 7.59230 23.29165 0.092
H -12.10690 6.15068 23.22699 0.091
H -13.55756 6.22484 21.25648 0.086
```

Output
- HOMO-LUMO gap (alpha / beta): 0.1640 / 0.0759 Ha
- Energy relative to the best compared isomer or geometry (same formula, charge and spin): 0.0 kJ/mol
- Spin multiplicity: 1
- E_HOMO (alpha / beta): -2.94 / -0.54 eV
- Total charge: -1


Record 3
Density functional theory data (the ωB97M-V functional and the def2-TZVPD basis) for C5H3N in the gas phase at a distorted geometry.

Geometry as XYZ:
```
9
Properties=species:S:1:pos:R:3:nbo_charge:R:1
C 0.80134 0.82585 -0.01475 -0.096
C -0.79111 1.32242 -0.10853 0.143
C 0.73582 -0.66297 -0.03512 0.169
C -1.35573 -0.05927 -0.09870 -0.467
C 1.97063 0.01103 0.02665 -0.071
N -0.42366 -1.18852 -0.12413 -0.491
H -1.69918 0.02377 0.95529 0.312
H -2.26773 -0.23409 -0.66998 0.266
H 3.02962 -0.03823 0.06928 0.235
```

Output
- HOMO-LUMO gap: 0.2782 Ha
- Energy relative to the best compared isomer or geometry (same formula, charge and spin): 577.7 kJ/mol
- Spin multiplicity: 1
- E_HOMO: -9.17 eV


Record 4
Density functional theory data (the ωB97M-V functional and the def2-TZVPD basis) for 4 unconnected molecules or ions with the total composition C2H14NO3S2 at a distorted geometry.

Geometry as XYZ:
```
22
Properties=species:S:1:pos:R:3:nbo_charge:R:1
N 0.49590 -0.76839 -1.07951 -0.687
C 0.46152 0.72674 -1.03510 -0.243
C 1.77091 1.30219 -0.55024 -0.569
S 2.33463 0.71572 1.07839 0.114
S 0.77425 1.12973 2.30509 -0.123
H -0.45690 -1.11529 -1.22277 0.488
H 0.81860 -1.12693 -0.17302 0.441
H 1.10120 -1.21196 -1.77572 0.442
H -0.36439 0.99570 -0.37617 0.242
H 0.26574 1.13666 -2.01455 0.236
H 2.62409 1.08815 -1.19510 0.243
H 1.66854 2.38364 -0.50537 0.251
H 1.05387 2.41797 2.56932 0.147
H -2.85642 -1.55312 -2.04542 0.484
H -3.43274 -1.35342 -0.64649 0.518
O -2.60598 -1.56499 -1.11416 -0.992
H -4.55123 0.75426 0.50951 0.492
H -5.81032 0.10186 -0.32244 0.498
O -4.88380 0.37480 -0.31574 -0.985
H -1.49322 -3.14986 -1.80841 0.512
H -0.33650 -3.46289 -2.90820 0.500
O -0.58901 -2.98987 -2.10653 -1.008
```

Output
- HOMO-LUMO gap: 0.3675 Ha
- Energy relative to the best compared isomer or geometry (same formula, charge and spin): 0.0 kJ/mol
- Spin multiplicity: 1
- E_HOMO: -12.84 eV
- Total charge: +1


Record 5
Density functional theory data (the ωB97M-V functional and the def2-TZVPD basis) for C8H9NO2S2 in the gas phase at a distorted geometry.

Geometry as XYZ:
```
22
Properties=species:S:1:pos:R:3:nbo_charge:R:1
C 0.63258 1.92038 2.32320 -0.193
C -0.47546 2.60646 1.77711 -0.201
C 0.91295 0.59940 1.97583 -0.194
C -1.28914 1.95862 0.80294 -0.192
C 0.06980 -0.06802 1.05901 -0.059
C -1.00531 0.64355 0.48993 -0.273
C 0.27861 -1.45152 0.71469 -0.267
C 1.12041 -2.01358 -3.02601 -0.793
N 0.83997 -1.79730 -0.58168 -0.903
O -0.86301 -0.40179 -1.95753 -0.974
O -2.87621 0.96721 -1.25610 -0.919
S 0.78039 -0.79706 -1.71889 1.347
S -2.06917 -0.13552 -0.81976 1.547
H 1.17531 2.41549 3.13852 0.219
H -0.73043 3.59739 1.99079 0.215
H 1.70811 -0.00466 2.25404 0.212
H -2.07829 2.55268 0.34599 0.249
H 1.06867 -1.85221 1.49405 0.220
H -0.80562 -1.93160 0.68091 0.202
H 1.88505 -1.58285 -3.68879 0.229
H 0.20449 -2.25517 -3.54098 0.250
H 1.51631 -2.96990 -2.45727 0.277
```

Output
- HOMO-LUMO gap: 0.3301 Ha
- Energy relative to the best compared isomer or geometry (same formula, charge and spin): 130.5 kJ/mol
- Spin multiplicity: 1
- E_HOMO: -8.60 eV


Record 6
Density functional theory data (the ωB97M-V functional and the def2-TZVPD basis) for 8 unconnected molecules or ions with the total composition C28H26Cl6F40O5 at a distorted geometry.

Geometry as XYZ:
```
105
Properties=species:S:1:pos:R:3:lowdin_charge:R:1
F 3.81210 2.03917 -1.74555 0.090
C 3.20011 2.99285 -1.05653 -0.366
F 1.95851 2.98363 -1.47758 0.117
C 3.42771 3.01920 0.47297 -0.434
F 2.89449 1.98579 1.14812 0.118
F 2.82903 4.12984 0.98076 0.119
C 4.94326 3.12297 0.75860 -0.014
O 5.48013 4.30589 0.06608 0.015
C 6.80646 4.67520 0.33089 -0.595
F 6.67723 5.73805 1.09293 0.190
F 7.37606 3.76770 1.08598 0.181
C 7.52999 4.89661 -0.96827 -0.295
F 8.79088 5.30579 -0.80104 0.110
F 7.65930 3.83615 -1.80701 0.100
H 3.52367 3.95005 -1.46538 0.170
H 5.34290 2.19672 0.34576 0.128
H 5.15150 3.14191 1.82835 0.150
H 7.03332 5.68392 -1.53533 0.175
F -4.16525 1.23633 7.65785 0.118
C -3.18454 1.76246 6.92011 -0.295
F -2.58310 2.83142 7.56558 0.068
C -2.18467 0.73201 6.48727 -0.497
F -2.74688 0.01030 5.53162 0.145
F -1.86918 -0.07303 7.50673 0.145
C -0.86484 1.30569 5.90960 -0.060
O -1.18257 2.15979 4.81857 0.011
C -0.32588 1.99504 3.64950 -0.465
F 0.95316 2.20118 4.00883 0.157
F -0.47751 0.75417 3.17230 0.153
C -0.68338 3.04544 2.57829 -0.382
F -0.57533 4.30073 2.91167 0.154
F -0.01625 2.87153 1.47123 0.128
H -3.67442 2.23143 6.06677 0.171
H -0.15590 0.54116 5.59177 0.145
H -0.36351 1.84454 6.71359 0.142
H -1.71141 2.95988 2.22628 0.162
F -4.16504 0.90770 -0.81507 0.117
C -3.43034 0.33815 0.13468 -0.313
F -2.22296 0.97035 0.08236 0.053
C -4.14879 0.40053 1.47767 -0.461
F -4.10566 1.69051 1.89920 0.114
F -3.52963 -0.29409 2.41009 0.153
C -5.61677 -0.15451 1.41787 -0.074
O -5.57398 -1.41001 0.77956 0.008
C -6.51836 -2.37988 1.36715 -0.478
F -6.18605 -2.58523 2.66343 0.150
F -7.74398 -1.91442 1.36146 0.186
C -6.47750 -3.69740 0.54370 -0.275
F -5.23680 -4.18997 0.37736 0.098
F -7.19764 -4.70005 1.11377 0.094
H -3.22653 -0.69268 -0.15503 0.160
H -6.24713 0.51701 0.83491 0.142
H -5.99233 -0.08075 2.43846 0.149
H -6.90457 -3.56207 -0.44998 0.172
F 3.18838 1.34967 -7.23841 0.117
C 2.52370 1.02284 -6.13336 -0.371
F 3.23931 1.48974 -5.15465 0.124
C 1.03089 1.52615 -6.12596 -0.427
F 0.28392 0.84203 -7.04117 0.109
F 1.08680 2.79242 -6.49022 0.154
C 0.33801 1.38700 -4.72216 -0.060
O -0.87074 2.11690 -4.67449 0.028
C -1.57921 2.18434 -3.44057 -0.523
F -1.87362 0.90829 -3.10471 0.095
F -0.78726 2.67699 -2.51106 0.160
C -2.81008 3.09164 -3.49292 -0.272
F -2.52491 4.33288 -3.92447 0.110
F -3.74892 2.59403 -4.35180 0.086
H 2.59005 -0.05608 -5.99331 0.167
H 1.05202 1.85965 -4.04769 0.127
H 0.18531 0.33854 -4.46625 0.128
H -3.29771 3.20336 -2.52449 0.169
F -2.30038 -3.59880 -5.36621 0.105
C -1.77863 -3.46024 -4.14865 -0.356
F -1.11477 -2.33663 -4.17962 0.113
C -2.82540 -3.73558 -3.00139 -0.455
F -3.38314 -4.92027 -3.26606 0.136
F -3.84635 -2.88064 -2.98669 0.139
C -2.12911 -3.77715 -1.59630 -0.055
O -1.01072 -4.68754 -1.59215 0.008
C -0.59171 -5.20280 -0.30208 -0.496
F -0.24108 -4.16014 0.46024 0.101
F -1.53972 -5.91275 0.30674 0.176
C 0.68273 -6.05505 -0.49979 -0.303
F 1.11002 -6.51592 0.68265 0.100
F 0.68955 -7.08067 -1.38010 0.105
H -1.00566 -4.22806 -4.11604 0.165
H -2.92850 -4.19027 -0.98115 0.128
H -1.94815 -2.73724 -1.32434 0.088
H 1.45535 -5.38248 -0.87238 0.166
Cl 1.36355 -1.74953 1.07927 0.610
C 0.86251 -0.37082 0.14953 -0.992
Cl -0.05891 -0.69130 -1.35928 0.617
H 0.28832 0.28068 0.80829 0.003
H 1.79752 0.11382 -0.13148 -0.023
Cl 4.41722 -4.91912 1.38813 0.457
C 3.32201 -4.14705 2.62482 -0.987
Cl 3.29926 -5.26950 3.99870 0.501
H 3.74336 -3.20600 2.97838 -0.002
H 2.30036 -4.05035 2.25746 -0.020
Cl 5.99542 -1.76408 1.73537 0.516
C 5.95231 -1.73143 -0.02809 -0.991
Cl 4.51498 -0.85967 -0.64196 0.532
H 6.85745 -1.29911 -0.45462 0.035
H 5.92322 -2.77941 -0.32641 0.007
```

Output
- HOMO-LUMO gap: 0.4121 Ha
- Spin multiplicity: 1
- E_HOMO: -10.99 eV